(i)
The following is a quantum chemistry calculation of a single C3H2ClNOS molecule, from the Open Molecules 2025 dataset.

HOMO level (spin up / spin down) ... -9.241 / -8.848 eV
LUMO energy (spin up / spin down) ... -0.85 / -1.99 eV
HOMO-LUMO gap (spin up / spin down) ... 8.39 / 6.86 eV

The geometry in ORCA input format:
```
! wB97M-V def2-TZVPD RIJCOSX def2/J DEFGRID3
* xyz 0 1
C 0.098 0.603 -0.351
C 0.037 -0.541 0.246
C 1.126 1.728 -0.289
N 2.608 -0.294 0.709
O 0.784 2.846 -0.422
S 2.702 1.236 0.229
Cl 3.177 -1.548 -0.264
H -0.719 0.789 -1.048
H -0.276 -1.358 0.823
*
```

(ii)
The following is a quantum chemistry calculation of a single C3H2ClNOS molecule, from the Open Molecules 2025 dataset.

HOMO level (spin up / spin down) ... -9.376 / -8.409 eV
LUMO energy (spin up / spin down) ... -1.55 / -1.19 eV
HOMO-LUMO gap (spin up / spin down) ... 7.82 / 7.22 eV

The geometry in ORCA input format:
```
! wB97M-V def2-TZVPD RIJCOSX def2/J DEFGRID3
* xyz 0 1
C -0.609 -0.615 0.652
C 0.232 0.312 0.092
C -0.671 -1.871 0.968
N 0.499 0.227 -1.158
O 1.762 2.514 -1.706
S 1.351 1.171 -2.143
Cl -1.876 -2.908 1.503
H -1.298 -0.059 1.164
H 0.610 1.229 0.627
*
```

Need the numbers? Relative energies in kcal/mol: (i) 17.4; (ii) 0.0.

(i)
The following is a quantum chemistry calculation of 2 unconnected molecules or ions with the total composition H2NO3S, from the Open Molecules 2025 dataset.

HOMO level (spin up / spin down) ... -1.675 / -4.252 eV
LUMO energy (spin up / spin down) ... 3.85 / 4.05 eV
HOMO-LUMO gap (spin up / spin down) ... 5.52 / 8.30 eV

The geometry in ORCA input format:
```
! wB97M-V def2-TZVPD RIJCOSX def2/J DEFGRID3
* xyz -1 1
N -1.374 -0.991 -0.098
O 1.449 1.149 -1.196
O 2.074 1.355 1.100
O -1.666 0.255 0.309
S 1.238 0.626 0.155
H -0.922 -1.465 0.612
H -0.798 -0.929 -0.881
*
```

(ii)
The following is a quantum chemistry calculation of a gas-phase ion, H2NO3S (charge -1), from the Open Molecules 2025 dataset.

HOMO level ... -3.777 eV
LUMO energy ... 4.15 eV
HOMO-LUMO gap ... 7.93 eV

The geometry in ORCA input format:
```
! wB97M-V def2-TZVPD RIJCOSX def2/J DEFGRID3
* xyz -1 1
N -0.472 -1.028 0.695
O 1.161 0.240 -1.071
O -0.760 1.605 -0.758
O 0.178 0.009 1.241
S 0.585 1.258 -0.207
H 0.323 -1.523 0.155
H -1.015 -0.561 -0.055
*
```

Need the numbers? Relative energies in kcal/mol: (i) 31.4; (ii) 0.0.

(i)
The following is a quantum chemistry calculation of 2 unconnected molecules or ions with the total composition C8H11NO, from the Open Molecules 2025 dataset.

HOMO level ... -9.267 eV
Structure (SMILES) ... c1ccccc1.CC(N)=O
LUMO energy ... 0.64 eV
HOMO-LUMO gap ... 9.91 eV

The geometry in ORCA input format:
```
! wB97M-V def2-TZVPD RIJCOSX def2/J DEFGRID3
* xyz 0 1
C -2.201 -1.872 1.583
C -3.044 -0.799 1.357
C -2.537 0.340 0.600
C -1.344 0.271 -0.069
C -0.356 -0.639 0.392
C -0.799 -1.700 1.141
H -2.521 -3.050 1.830
H -4.102 -0.997 1.411
H -2.937 1.452 0.390
H -0.906 1.243 -0.497
H 0.682 -0.542 -0.097
H -0.211 -2.594 1.413
C 2.894 -0.238 -1.311
C 2.294 1.118 -1.000
N 1.007 1.284 -1.433
O 2.912 1.955 -0.393
H 3.905 -0.083 -1.743
H 2.281 -0.791 -2.057
H 2.973 -0.791 -0.333
H 0.474 2.086 -1.238
H 0.585 0.564 -2.055
*
```

(ii)
The following is a quantum chemistry calculation of a single C8H11NO molecule, from the Open Molecules 2025 dataset.

HOMO level ... -8.098 eV
LUMO energy ... 0.81 eV
HOMO-LUMO gap ... 8.91 eV

The geometry in ORCA input format:
```
! wB97M-V def2-TZVPD RIJCOSX def2/J DEFGRID3
* xyz 0 1
C -1.779 0.307 -0.882
C -0.471 0.239 -1.128
C 0.664 0.041 -0.199
C 0.325 -0.308 1.056
C -1.865 -0.099 1.449
C -0.130 0.462 -2.585
C 2.101 0.073 -0.638
C 1.036 -0.630 2.339
N -2.299 -0.257 2.573
O -2.482 0.202 0.288
H -2.629 0.500 -1.534
H 0.797 0.928 -2.663
H -0.936 0.794 -3.277
H -0.041 -0.479 -3.195
H 2.295 -0.595 -1.448
H 2.764 -0.088 0.233
H 2.543 1.090 -0.969
H 1.883 -0.060 2.408
H 1.181 -1.751 2.351
H 0.354 -0.445 3.216
H -3.312 0.076 2.606
*
```

Need the numbers? Relative energies in kcal/mol: (i) 0.0; (ii) 61.9.

(i)
The following is a quantum chemistry calculation of 2 unconnected molecules or ions with the total composition C8H11NO, from the Open Molecules 2025 dataset.

HOMO level ... -9.287 eV
Structure (SMILES) ... c1ccccc1.CC(N)=O
LUMO energy ... 0.61 eV
HOMO-LUMO gap ... 9.90 eV

The geometry in ORCA input format:
```
! wB97M-V def2-TZVPD RIJCOSX def2/J DEFGRID3
* xyz 0 1
C -2.413 -1.347 -0.549
C -3.516 -0.813 0.115
C -3.606 0.524 0.611
C -2.490 1.443 0.398
C -1.437 0.924 -0.304
C -1.352 -0.472 -0.629
H -2.199 -2.484 -0.642
H -4.398 -1.414 0.373
H -4.430 0.952 1.049
H -2.567 2.595 0.589
H -0.521 1.458 -0.743
H -0.377 -0.626 -1.172
C 4.174 0.879 -0.410
C 3.252 -0.173 0.252
N 1.948 -0.069 -0.187
O 3.593 -1.088 0.979
H 4.751 1.305 0.487
H 3.643 1.730 -0.990
H 4.894 0.336 -1.092
H 1.408 -0.957 -0.240
H 1.734 0.511 -1.040
*
```

(ii)
The following is a quantum chemistry calculation of 2 unconnected molecules or ions with the total composition C8H11NO, from the Open Molecules 2025 dataset.

HOMO level (spin up / spin down) ... -7.667 / -7.758 eV
LUMO energy (spin up / spin down) ... 0.27 / 0.37 eV
HOMO-LUMO gap (spin up / spin down) ... 7.93 / 8.13 eV

The geometry in ORCA input format:
```
! wB97M-V def2-TZVPD RIJCOSX def2/J DEFGRID3
* xyz 0 1
C -1.001 2.195 1.679
C 0.739 -1.557 0.361
C -1.001 -1.222 -1.368
C 1.058 0.028 -1.747
C -0.680 -1.130 0.148
C 1.204 -0.177 -0.197
C -0.465 0.171 -1.661
C -0.265 0.302 -0.057
N -0.058 2.279 2.589
O -2.086 2.712 1.587
H 1.053 -1.751 1.554
H 0.903 -2.539 -0.067
H -0.399 -1.999 -1.931
H -2.023 -1.320 -1.462
H 1.637 0.851 -1.974
H 1.257 -0.867 -2.320
H -1.453 -1.401 0.782
H 2.149 0.199 0.213
H -1.206 0.861 -2.148
H 0.796 1.701 2.476
H -0.157 2.666 3.542
*
```

Need the numbers? Relative energies in kcal/mol: (i) 0.0; (ii) 122.4.

(i)
The following is a quantum chemistry calculation of 2 unconnected molecules or ions with the total composition CH3N2O2S, from the Open Molecules 2025 dataset.

HOMO level (spin up / spin down) ... -4.253 / -4.252 eV
LUMO energy (spin up / spin down) ... 3.29 / 3.29 eV
HOMO-LUMO gap (spin up / spin down) ... 7.55 / 7.55 eV

The geometry in ORCA input format:
```
! wB97M-V def2-TZVPD RIJCOSX def2/J DEFGRID3
* xyz -1 1
C -1.036 0.273 0.370
N -0.634 1.112 -0.433
N 1.586 1.435 0.255
O 3.535 -0.024 0.107
O 1.321 -1.135 0.094
S 2.108 0.060 -0.215
H 2.104 0.063 -1.655
H -0.430 -0.212 1.132
H -2.081 -0.071 0.335
*
```

(ii)
The following is a quantum chemistry calculation of a molecular structure, CH3N2O2S, from the Open Molecules 2025 dataset.

HOMO level (spin up / spin down) ... -3.126 / -3.124 eV
LUMO energy (spin up / spin down) ... 3.06 / 3.06 eV
HOMO-LUMO gap (spin up / spin down) ... 6.19 / 6.18 eV

The geometry in ORCA input format:
```
! wB97M-V def2-TZVPD RIJCOSX def2/J DEFGRID3
* xyz -1 1
C -1.645 0.287 -0.228
N -0.566 0.964 0.179
N 0.788 -0.115 -0.523
O 3.136 -1.113 -0.332
O 2.224 0.097 1.628
S 1.899 -0.668 0.334
H -2.366 1.094 0.089
H -1.710 -0.772 0.167
H -1.761 0.227 -1.313
*
```

Need the numbers? Relative energies in kcal/mol: (i) 0.0; (ii) 23.5.

(i)
The following is a quantum chemistry calculation of 2 unconnected molecules or ions with the total composition C3H12N3O, from the Open Molecules 2025 dataset.

HOMO level ... -13.889 eV
LUMO energy ... -3.30 eV
HOMO-LUMO gap ... 10.59 eV

The geometry in ORCA input format:
```
! wB97M-V def2-TZVPD RIJCOSX def2/J DEFGRID3
* xyz 1 1
C 0.669 3.154 -0.618
O -0.393 2.261 -0.488
H -1.239 2.338 -0.885
H 1.443 2.452 -1.029
H 0.459 3.776 -1.456
H 1.042 3.333 0.436
C -0.907 -1.717 -1.275
C 0.186 -0.964 0.680
N -0.279 0.213 0.856
N -0.653 -1.963 0.074
N 1.383 -1.527 1.056
H -1.146 0.364 0.343
H 0.138 1.067 1.148
H -0.637 -2.855 0.553
H 1.436 -2.474 1.392
H 2.017 -1.099 1.679
H -1.828 -2.321 -1.606
H -0.118 -1.976 -2.056
H -1.263 -0.594 -1.247
*
```

(ii)
The following is a quantum chemistry calculation of 2 unconnected molecules or ions with the total composition C3H12N3O, from the Open Molecules 2025 dataset.

HOMO level ... -14.455 eV
LUMO energy ... -2.82 eV
HOMO-LUMO gap ... 11.63 eV

The geometry in ORCA input format:
```
! wB97M-V def2-TZVPD RIJCOSX def2/J DEFGRID3
* xyz 1 1
C 0.420 0.749 -0.003
N 0.830 1.905 0.354
N 0.872 -0.353 0.587
N -0.355 0.624 -1.051
C 1.007 -2.700 1.431
C 0.681 -1.810 0.253
H 1.262 2.072 1.266
H 0.955 2.582 -0.403
H 1.720 -0.253 1.152
H -0.998 1.379 -1.300
H -0.445 -0.293 -1.496
H 1.760 -3.451 1.136
H 0.087 -3.226 1.736
H 1.394 -2.137 2.298
H 1.404 -1.907 -0.580
H -0.325 -2.046 -0.145
O -3.039 2.848 -1.706
H -3.776 2.318 -2.087
H -3.456 3.699 -1.443
*
```

Need the numbers? Relative energies in kcal/mol: (i) 64.9; (ii) 0.0.

(i)
The following is a quantum chemistry calculation of a single C3H4O2 molecule, from the Open Molecules 2025 dataset.

HOMO level ... -10.119 eV
Structure (SMILES) ... O=C1COC1
LUMO energy ... 0.91 eV
HOMO-LUMO gap ... 11.03 eV

The geometry in ORCA input format:
```
! wB97M-V def2-TZVPD RIJCOSX def2/J DEFGRID3
* xyz 0 1
O 0.386 -1.058 1.746
C 0.245 -0.404 0.751
C -0.976 -0.347 -0.092
O -0.361 0.545 -1.029
C 0.901 0.630 -0.347
H -1.835 0.033 0.482
H -1.213 -1.343 -0.486
H 1.740 0.279 -0.982
H 1.134 1.676 -0.061
*
```

(ii)
The following is a quantum chemistry calculation of a molecular structure, C3H4O2, from the Open Molecules 2025 dataset.

HOMO level ... -9.924 eV
LUMO energy ... 0.90 eV
HOMO-LUMO gap ... 10.82 eV

The geometry in ORCA input format:
```
! wB97M-V def2-TZVPD RIJCOSX def2/J DEFGRID3
* xyz 0 1
C -0.985 0.032 -0.607
C -2.512 -0.222 0.557
C 0.196 0.070 0.366
O -1.876 -1.098 -0.313
O -1.950 0.930 -0.002
H -0.959 0.307 -1.723
H -0.106 0.286 1.344
H 1.000 0.856 0.005
H 0.710 -0.881 0.405
*
```

Need the numbers? Relative energies in kcal/mol: (i) 0.0; (ii) 35.0.